ORCA calculation (wB97M-V/def2-TZVPD) on a cluster of 12 separate species, C48H77BN11O8 in total.

```
! wB97M-V def2-TZVPD RIJCOSX def2/J DEFGRID3
* xyz -1 1
O -4.55 0.56 -0.69
C -3.38 0.68 -0.35
O -2.32 0.39 -1.17
B -1.12 0.65 -0.41
O -1.54 1.18 0.88
C -2.88 1.16 1.00
O -3.56 1.36 2.03
O -0.14 1.60 -1.01
C 1.06 1.12 -1.14
O 1.99 1.69 -1.66
C 1.00 -0.29 -0.61
O -0.28 -0.59 -0.28
O 1.96 -1.06 -0.55
C -12.33 1.03 1.70
C -13.26 0.20 0.84
C -12.63 -1.13 0.57
C -12.29 -1.89 1.81
N -12.04 -2.45 2.80
H -12.76 2.00 1.96
H -11.37 1.24 1.24
H -12.11 0.49 2.62
H -13.44 0.75 -0.08
H -14.17 0.06 1.41
H -11.73 -1.03 -0.02
H -13.29 -1.80 0.01
C 4.71 -8.60 -3.09
C 3.16 -8.67 -2.84
C 2.68 -10.08 -2.52
C 3.33 -10.59 -1.30
N 3.85 -10.98 -0.33
H 4.97 -7.59 -3.42
H 5.04 -9.28 -3.87
H 5.36 -8.85 -2.25
H 2.64 -8.27 -3.70
H 2.85 -7.95 -2.08
H 2.82 -10.82 -3.30
H 1.59 -10.04 -2.42
C 10.06 5.18 2.05
C 10.41 3.70 1.96
C 9.95 3.00 0.63
C 10.58 3.46 -0.57
N 11.11 3.87 -1.54
H 10.61 5.64 2.87
H 8.98 5.32 2.13
H 10.46 5.63 1.15
H 9.99 3.14 2.79
H 11.48 3.60 2.13
H 8.89 3.21 0.45
H 9.92 1.92 0.58
C -5.54 7.24 -1.24
C -6.94 7.61 -0.70
C -7.21 7.15 0.75
C -6.52 7.81 1.87
N -5.97 8.40 2.72
H -4.78 7.80 -0.70
H -5.42 7.57 -2.28
H -5.31 6.19 -1.07
H -7.66 7.15 -1.37
H -7.16 8.68 -0.80
H -7.25 6.06 0.81
H -8.26 7.31 0.99
C -7.90 -2.20 10.63
C -7.67 -1.31 9.39
C -6.99 -2.17 8.27
C -5.59 -2.47 8.62
N -4.50 -2.74 8.91
H -8.83 -2.75 10.47
H -8.09 -1.55 11.49
H -7.08 -2.87 10.90
H -7.11 -0.42 9.67
H -8.64 -0.90 9.13
H -6.98 -1.63 7.32
H -7.56 -3.09 8.11
C 5.52 -6.55 4.83
C 5.70 -5.79 3.56
C 7.14 -5.45 3.35
C 7.60 -4.38 4.27
N 7.93 -3.62 5.08
H 6.15 -7.44 4.93
H 4.48 -6.83 5.02
H 5.81 -5.90 5.66
H 5.05 -4.92 3.46
H 5.42 -6.39 2.69
H 7.30 -5.09 2.34
H 7.78 -6.31 3.56
C -1.55 -7.00 2.00
C -2.63 -7.40 1.01
C -4.06 -6.97 1.38
C -4.69 -7.70 2.49
N -5.21 -8.25 3.34
H -0.58 -7.35 1.65
H -1.69 -7.49 2.97
H -1.44 -5.93 2.18
H -2.60 -8.48 0.87
H -2.34 -7.00 0.04
H -4.76 -7.02 0.54
H -4.02 -5.91 1.64
C -0.88 3.02 -9.46
C -1.21 2.40 -8.09
C -1.97 1.07 -8.09
C -2.84 0.72 -9.23
N -3.56 0.46 -10.10
H 0.05 2.57 -9.79
H -0.66 4.09 -9.37
H -1.71 2.85 -10.15
H -1.81 3.12 -7.55
H -0.28 2.29 -7.53
H -2.54 1.03 -7.16
H -1.31 0.22 -7.93
C -1.85 3.18 10.48
C -1.83 3.81 9.12
C -2.66 5.08 8.96
C -2.52 6.08 10.05
N -2.47 6.85 10.95
H -1.46 3.78 11.30
H -1.23 2.29 10.57
H -2.86 2.77 10.59
H -2.13 3.06 8.40
H -0.78 4.02 8.92
H -3.70 4.77 8.97
H -2.44 5.45 7.96
C 9.19 8.44 -7.81
C 9.08 6.95 -7.49
C 7.85 6.60 -6.63
C 7.73 7.24 -5.27
N 7.69 7.76 -4.28
H 9.06 9.02 -6.89
H 8.42 8.69 -8.54
H 10.11 8.72 -8.32
H 9.92 6.55 -6.93
H 9.10 6.42 -8.44
H 7.81 5.52 -6.51
H 6.92 6.78 -7.17
C 5.73 -0.28 -9.54
C 5.63 -0.62 -8.06
C 5.07 -2.03 -7.77
C 5.66 -3.13 -8.53
N 6.08 -3.99 -9.15
H 4.79 -0.37 -10.08
H 6.44 -0.98 -9.98
H 6.06 0.75 -9.71
H 4.93 0.10 -7.64
H 6.61 -0.45 -7.62
H 3.99 -2.07 -7.92
H 5.17 -2.17 -6.69
*
```

- Relative energy (zero: lowest compared OMol25 entry of this formula, charge and spin): 104.5 kcal per mole
- Lowest unoccupied orbital energy: 1.4425 eV
- Gap between HOMO and LUMO: 9.033 eV
- Calculated total energy: -84475.941 eV